{"formula": "C62H66F6GeN7O7PS2Ti", "method": "ωB97M-V/def2-TZVPD", "spin_multiplicity": 2, "s2": 0.774, "charge": 3, "total_energy_ha": -7974.740413, "symbols": ["Ti", "C", "C", "C", "C", "O", "Ge", "O", "C", "C", "C", "C", "O", "C", "C", "C", "C", "H", "H", "H", "H", "H", "H", "H", "H", "H", "H", "H", "H", "H", "H", "H", "H", "H", "H", "H", "H", "H", "H", "H", "H", "H", "H", "H", "C", "N", "C", "N", "C", "C", "C", "C", "C", "C", "C", "C", "C", "C", "C", "C", "C", "C", "P", "C", "N", "C", "C", "N", "C", "C", "C", "C", "C", "C", "C", "C", "C", "C", "C", "C", "C", "C", "N", "C", "C", "N", "C", "C", "C", "C", "C", "C", "C", "C", "C", "C", "C", "C", "C", "H", "H", "H", "H", "H", "H", "H", "H", "H", "H", "H", "H", "H", "H", "H", "H", "H", "H", "H", "H", "H", "H", "H", "H", "H", "H", "H", "H", "H", "H", "H", "H", "H", "H", "H", "H", "H", "H", "H", "F", "C", "F", "F", "S", "O", "O", "N", "S", "O", "O", "C", "F", "F", "F"], "coordinates": [[0.013, 0.333, -1.123], [-2.198, 2.318, -4.176], [-0.912, 2.451, -3.357], [-0.829, 3.878, -2.866], [0.299, 2.126, -4.224], [-0.964, 1.524, -2.155], [-2.765, 0.185, -2.486], [-1.296, -0.682, -0.493], [-2.013, -1.951, -0.135], [-3.426, -1.950, -0.719], [-2.131, -2.008, 1.376], [-1.296, -3.185, -0.660], [-3.863, 1.111, -1.560], [-4.541, 1.987, -0.626], [-3.619, 3.162, -0.337], [-5.834, 2.435, -1.286], [-4.819, 1.187, 0.638], [-2.156, 3.062, -4.971], [-3.087, 2.535, -3.580], [-2.302, 1.351, -4.677], [-0.989, 4.542, -3.716], [0.151, 4.086, -2.459], [-1.590, 4.084, -2.118], [0.079, 2.351, -5.266], [0.559, 1.074, -4.163], [1.162, 2.717, -3.921], [-3.968, -1.033, -0.495], [-3.974, -2.772, -0.263], [-3.421, -2.138, -1.795], [-2.601, -1.105, 1.767], [-1.151, -2.145, 1.824], [-2.750, -2.866, 1.640], [-0.484, -3.484, -0.011], [-0.908, -3.039, -1.666], [-2.017, -4.002, -0.698], [-4.030, 3.772, 0.468], [-3.516, 3.790, -1.221], [-2.632, 2.797, -0.042], [-5.631, 2.985, -2.205], [-6.391, 3.084, -0.610], [-6.455, 1.574, -1.529], [-3.877, 0.874, 1.098], [-5.417, 0.305, 0.406], [-5.377, 1.795, 1.349], [3.783, 1.180, 2.957], [2.838, 1.507, 1.889], [1.778, 0.766, 1.503], [1.115, 1.392, 0.495], [1.762, 2.607, 0.338], [2.855, 2.665, 1.162], [3.817, 3.757, 1.397], [3.361, 5.016, 1.781], [4.265, 6.034, 2.038], [5.629, 5.803, 1.916], [6.088, 4.555, 1.521], [5.187, 3.533, 1.264], [1.314, 3.815, -0.376], [0.153, 4.451, 0.062], [-0.131, 5.746, -0.341], [0.727, 6.406, -1.211], [1.872, 5.768, -1.672], [2.178, 4.488, -1.236], [1.350, -0.598, 2.617], [1.652, -2.067, 1.619], [1.944, -2.184, 0.319], [2.526, -3.431, 0.184], [2.588, -4.053, 1.419], [2.065, -3.180, 2.313], [2.049, -3.396, 3.753], [3.126, -5.377, 1.770], [2.356, -6.298, 2.479], [2.845, -7.569, 2.736], [4.110, -7.928, 2.293], [4.891, -7.008, 1.606], [4.402, -5.739, 1.343], [2.955, -4.197, -1.013], [4.124, -3.934, -1.719], [4.544, -4.789, -2.728], [3.813, -5.926, -3.033], [2.665, -6.219, -2.310], [2.244, -5.364, -1.308], [-0.373, -0.056, 3.011], [-0.945, 1.062, 2.607], [-1.960, 1.313, 3.475], [-2.016, 0.274, 4.464], [-1.000, -0.552, 4.154], [-0.601, -1.724, 4.920], [-2.885, 0.129, 5.613], [-3.070, 1.220, 6.477], [-3.892, 1.094, 7.580], [-4.557, -0.103, 7.819], [-4.389, -1.186, 6.960], [-3.545, -1.081, 5.872], [-2.745, 2.515, 3.470], [-4.095, 2.531, 3.871], [-4.779, 3.728, 3.930], [-4.131, 4.918, 3.609], [-2.795, 4.914, 3.211], [-2.108, 3.722, 3.130], [3.248, 0.906, 3.863], [4.388, 2.058, 3.157], [4.432, 0.361, 2.650], [2.298, 5.198, 1.877], [3.906, 7.008, 2.339], [6.333, 6.597, 2.121], [7.149, 4.377, 1.410], [5.549, 2.570, 0.924], [-0.517, 3.926, 0.731], [-1.021, 6.245, 0.022], [0.510, 7.418, -1.524], [2.543, 6.282, -2.347], [3.106, 4.020, -1.535], [2.687, -4.244, 3.978], [1.043, -3.618, 4.106], [2.443, -2.521, 4.269], [1.353, -6.038, 2.799], [2.234, -8.284, 3.271], [4.487, -8.923, 2.483], [5.883, -7.280, 1.274], [5.017, -5.019, 0.819], [4.742, -3.096, -1.442], [5.462, -4.577, -3.260], [4.143, -6.591, -3.819], [2.102, -7.118, -2.522], [1.343, -5.594, -0.753], [-0.896, -1.584, 5.957], [0.480, -1.823, 4.871], [-1.076, -2.624, 4.531], [-2.538, 2.145, 6.297], [-4.012, 1.926, 8.260], [-5.213, -0.194, 8.674], [-4.920, -2.109, 7.144], [-3.431, -1.919, 5.196], [-4.597, 1.604, 4.111], [-5.818, 3.742, 4.228], [-4.667, 5.855, 3.680], [-2.295, 5.846, 2.984], [-1.058, 3.696, 2.875], [-1.001, -0.700, -5.273], [0.210, -1.252, -5.415], [0.110, -2.365, -6.094], [1.014, -0.408, -6.027], [0.850, -1.679, -3.691], [-0.044, -0.948, -2.745], [0.741, -3.085, -3.627], [2.288, -1.079, -3.633], [2.828, -0.024, -2.628], [3.790, -0.435, -1.674], [1.701, 0.737, -2.002], [3.697, 1.189, -3.764], [3.552, 2.407, -3.256], [4.965, 0.860, -3.801], [3.169, 1.144, -4.970]], "forces_ev_per_a": [[-0.26, 1.00, -0.79], [0.00, -0.33, 0.17], [0.11, 0.41, -0.54], [-0.07, -0.13, 0.14], [0.03, -0.11, 0.19], [0.24, -0.63, 0.70], [-0.44, 0.28, -0.10], [-0.02, -0.22, 0.26], [-0.38, -0.38, 0.05], [0.07, 0.25, 0.01], [0.07, 0.20, -0.01], [0.19, 0.23, -0.15], [-0.11, -0.04, -0.06], [0.00, 0.18, 0.12], [0.01, -0.09, -0.05], [0.04, -0.10, -0.03], [0.04, -0.07, -0.14], [-0.01, 0.01, 0.00], [-0.02, 0.07, -0.01], [0.05, 0.04, -0.05], [0.01, -0.01, -0.03], [-0.06, 0.02, 0.00], [-0.03, 0.02, -0.04], [0.00, 0.05, 0.00], [-0.10, 0.10, -0.12], [0.00, -0.05, 0.03], [0.00, -0.08, 0.04], [-0.01, -0.03, -0.04], [-0.03, -0.11, 0.03], [-0.04, 0.03, 0.01], [0.14, -0.02, 0.06], [0.02, -0.02, 0.01], [0.34, -0.01, 0.10], [-0.04, -0.03, -0.02], [0.03, -0.01, 0.02], [0.00, 0.03, 0.03], [0.00, 0.02, 0.01], [-0.02, 0.04, 0.07], [0.01, 0.02, 0.01], [-0.01, 0.03, -0.01], [-0.03, 0.00, 0.01], [-0.01, 0.01, 0.05], [-0.04, 0.01, 0.03], [0.03, 0.02, 0.01], [0.10, -0.02, 0.09], [-0.12, -0.11, 0.02], [-0.02, 0.02, -0.17], [-0.09, -0.29, 0.50], [0.13, 0.03, -0.31], [-0.10, 0.06, 0.05], [0.09, 0.02, 0.04], [-0.01, -0.06, 0.05], [0.02, 0.02, 0.01], [-0.02, -0.01, -0.03], [0.01, 0.01, 0.01], [-0.02, 0.02, -0.16], [-0.05, 0.04, 0.03], [-0.03, -0.02, -0.01], [-0.02, -0.03, -0.03], [0.03, -0.01, -0.03], [0.04, 0.03, 0.07], [-0.01, -0.03, -0.01], [-0.05, 0.38, -0.61], [0.11, -0.21, 0.21], [-0.25, -0.26, 0.04], [-0.27, 0.10, 0.07], [0.12, 0.06, 0.02], [-0.15, -0.05, 0.24], [0.06, -0.04, 0.01], [0.00, -0.09, 0.03], [-0.04, -0.01, -0.13], [0.01, -0.01, 0.01], [0.00, 0.04, -0.01], [-0.01, -0.05, 0.03], [0.02, 0.10, 0.10], [-0.18, 0.14, -0.25], [-0.07, 0.07, 0.06], [0.05, 0.03, -0.03], [-0.03, -0.02, 0.02], [0.01, 0.00, -0.06], [-0.15, 0.23, -0.13], [0.12, -0.18, 0.07], [0.06, 0.13, 0.20], [0.06, 0.10, 0.04], [0.03, -0.11, 0.02], [-0.28, -0.22, -0.12], [0.06, 0.03, 0.06], [-0.02, 0.03, 0.02], [0.01, 0.00, -0.04], [0.02, -0.01, 0.04], [0.00, 0.02, -0.05], [-0.01, -0.01, 0.01], [0.01, -0.01, -0.02], [0.01, 0.01, -0.03], [0.04, 0.01, 0.03], [-0.03, 0.00, -0.05], [0.01, -0.02, 0.00], [0.00, 0.01, -0.03], [-0.01, -0.03, -0.06], [-0.01, 0.00, -0.03], [-0.02, 0.00, -0.02], [-0.01, 0.00, -0.02], [0.00, 0.00, 0.01], [-0.01, 0.01, 0.00], [0.01, 0.01, 0.00], [0.01, -0.01, 0.00], [0.00, -0.03, 0.04], [-0.01, -0.01, 0.09], [-0.02, -0.01, -0.01], [-0.01, 0.01, 0.00], [0.01, 0.01, 0.00], [0.01, 0.00, -0.01], [0.03, 0.00, -0.01], [0.10, -0.11, -0.05], [0.00, 0.01, -0.03], [-0.02, 0.01, 0.00], [0.00, -0.01, 0.01], [0.01, -0.01, 0.02], [0.01, 0.00, -0.01], [-0.02, -0.03, -0.06], [0.03, 0.27, -0.01], [0.00, 0.01, -0.01], [0.02, -0.01, 0.01], [-0.02, 0.00, -0.02], [-0.01, -0.03, 0.08], [-0.02, 0.00, 0.00], [-0.13, 0.11, 0.05], [0.01, 0.00, -0.03], [-0.01, 0.02, 0.00], [-0.01, 0.01, 0.01], [0.00, 0.00, 0.02], [0.00, -0.01, 0.00], [0.01, -0.02, -0.01], [-0.02, 0.00, -0.01], [-0.01, 0.00, 0.01], [-0.01, 0.01, -0.01], [0.01, 0.01, 0.02], [0.02, 0.04, -0.06], [0.04, 0.00, -0.04], [-0.07, 0.01, 0.04], [0.01, 0.04, 0.01], [-0.01, 0.01, 0.04], [0.15, -0.03, -0.05], [-0.02, -0.15, 0.08], [0.20, -0.20, 0.22], [0.01, -0.18, 0.16], [0.44, -0.30, 0.01], [0.11, -0.16, -0.12], [0.41, 0.25, -0.15], [-0.09, 0.04, 0.02], [0.05, 0.01, 0.06], [-0.04, -0.03, -0.01], [-0.01, 0.04, -0.01]]}